A structure of composition C31H42BrHgN3P2 at a distorted geometry, computed with wB97M-V/def2-TZVPD.

## Properties
Charge   +2
Maximum force   2.9 eV/Å
E_tot   -130078.0023 eV

Last column: Mulliken charge in e.
Cartesian coordinates (Å):
C 1.93651 4.03268 -0.89664  -0.43
C 0.90754 3.45747 -1.67049  0.85
C 1.09616 3.26767 -3.05341  -0.34
C 2.32775 3.65025 -3.60239  -0.54
N 3.30004 4.14106 -2.84594  -0.52
C 3.13006 4.36919 -1.55030  -0.41
C -0.26745 2.94219 -1.03605  -0.18
C -1.23090 2.50737 -0.41938  -0.61
C -2.50809 2.34933 0.18372  0.87
C -2.95852 1.16389 0.80777  0.21
C -4.26830 1.08133 1.26714  -1.17
C -5.08822 2.20414 1.10738  -0.05
C -4.63791 3.41436 0.53928  -0.60
C -3.33332 3.49073 0.07697  -0.69
Hg -0.26148 -0.76563 0.22212  1.59
P 2.11384 -0.62415 -0.58749  0.43
H 0.32740 2.77545 -3.65113  0.52
H 1.81832 4.13534 0.18448  0.48
H 2.50754 3.52600 -4.67048  0.39
H 3.95330 4.81176 -0.98951  0.40
H -2.91256 4.39788 -0.38473  0.48
H -2.27621 0.30818 0.93643  0.35
H -5.28910 4.27725 0.45184  0.47
H -4.64002 0.15950 1.73091  0.50
C 2.76233 -2.31857 -0.28092  -0.66
C 3.95921 -2.77872 -1.10871  -1.43
H 1.92956 -3.02535 -0.43196  0.53
H 2.99228 -2.33355 0.79440  0.49
H 4.19338 -3.81362 -0.83118  0.44
H 3.75236 -2.77072 -2.18528  0.29
H 4.86483 -2.18676 -0.92826  0.28
C 2.41315 -0.29325 -2.37064  -0.14
C 3.82239 0.14433 -2.77358  -1.54
H 1.69699 0.48497 -2.67911  0.21
H 2.12339 -1.21830 -2.89207  0.44
H 3.87629 0.21807 -3.86738  0.44
H 4.07818 1.13719 -2.37859  0.24
H 4.60567 -0.56214 -2.46794  0.28
C 3.22910 0.54566 0.25988  -0.01
C 4.69347 0.12628 0.34419  -1.39
H 2.84327 0.72350 1.27471  0.52
H 3.11803 1.49365 -0.28697  -0.14
H 5.24150 0.88651 0.91186  0.45
H 4.82399 -0.83018 0.86261  0.33
H 5.18264 0.05499 -0.63425  0.23
Br -6.88601 2.08501 1.69554  -0.13
P -1.64835 -1.60660 -1.61295  0.36
C -0.61614 -2.55189 -2.79049  -0.33
C -1.25777 -3.81224 -3.35975  -1.40
H 0.31894 -2.82817 -2.27750  0.18
H -0.32032 -1.85968 -3.59250  0.47
H -0.53004 -4.34042 -3.98684  0.44
H -1.56855 -4.50203 -2.56823  0.32
H -2.13340 -3.60085 -3.98488  0.28
C -2.69405 -2.80470 -0.69905  -0.64
C -4.01846 -3.19724 -1.33491  -1.36
H -2.91645 -2.37093 0.28942  0.44
H -2.06784 -3.68782 -0.50502  0.48
H -4.56366 -3.84255 -0.63564  0.43
H -4.64174 -2.31804 -1.52944  0.32
H -3.90298 -3.75259 -2.27204  0.28
C -2.64370 -0.42746 -2.57682  -0.25
C -3.11293 -0.94774 -3.93624  -1.34
H -2.04376 0.48475 -2.72603  0.22
H -3.49204 -0.11926 -1.94839  0.45
H -3.70420 -0.17485 -4.44006  0.43
H -2.26962 -1.19119 -4.59172  0.33
H -3.74464 -1.84063 -3.85728  0.27
N -0.01561 -0.15161 7.88370  -0.35
C 0.04920 0.02084 6.72641  -0.32
C 0.12199 0.06000 5.27826  0.73
C 0.37399 -1.15582 4.64097  -0.70
C 0.36475 -1.21716 3.25699  -0.28
N 0.01506 -0.14321 2.52138  -0.12
C -0.15609 1.05194 3.11724  -0.39
C -0.09884 1.20481 4.50147  -0.56
H 0.55362 -2.05388 5.22546  0.50
H 0.61768 -2.13669 2.72267  0.43
H -0.35190 1.90647 2.45289  0.43
H -0.24571 2.19002 4.95925  0.52

***

A structure of composition C31H42ClO8P3Tl at a distorted geometry, computed with wB97M-V/def2-TZVPD.

## Properties
Charge   +3
Maximum force   9.2 eV/Å
E_tot   -94232.7942 eV

Last column: Mulliken charge in e.
Cartesian coordinates (Å):
C -0.51814 0.13982 6.06164  -0.95
C -0.07509 0.76282 4.57333  -0.61
P -1.06279 -0.07110 3.13313  0.43
C -2.25012 -1.42214 3.88286  -0.55
C 0.14771 -0.93329 1.88493  0.34
C 1.31054 -2.01108 2.30070  0.48
C 1.59489 -2.42799 3.85584  -0.73
C 0.78212 -3.73790 4.40402  -0.54
C 0.38724 -4.85303 3.27097  -0.49
C -1.23155 -4.82166 2.85032  -0.31
O -1.45520 -4.38136 1.46471  -0.26
C -2.91387 -4.25072 1.24244  0.50
C -3.54999 -3.04487 0.27592  -0.46
O -3.84299 -5.05856 1.81037  -0.53
C 2.26889 -2.67521 1.10104  -0.94
C 2.08002 -2.31743 -0.48347  0.58
C 0.87912 -1.21863 -0.87127  -0.07
C -0.05539 -0.51663 0.27749  -0.28
C -1.21321 0.61160 -0.10360  -0.63
C -0.44208 2.08584 0.06975  -0.70
C 0.15486 2.53879 -1.39884  0.29
C 0.01230 4.20010 -1.45401  -0.68
C -1.31513 4.67517 -2.29113  -0.63
C -2.73998 4.05511 -1.70487  0.02
C -3.42649 4.96735 -0.52763  -0.47
O -3.19253 4.49559 0.84561  -0.32
C -3.92067 3.25123 1.14350  -0.36
C 0.74306 -0.93030 -2.51335  0.31
O -0.48400 -1.00058 -3.01331  -0.49
C 2.15349 -0.69534 -3.31164  -0.23
C 3.35216 -1.79237 -2.90088  0.32
C 4.84981 -1.77826 -3.57970  -0.64
C 5.13046 -0.59568 -4.68259  -0.45
C 3.95490 0.52231 -5.08116  -0.07
P 4.57145 1.85391 -6.35642  0.53
O 6.23648 1.46385 -6.82984  -0.42
Cl 4.49839 3.78501 -5.42748  -0.08
C 2.42763 0.52199 -4.42792  0.63
P 1.10845 1.81207 -4.85395  0.70
O -0.47720 1.14803 -5.12440  -0.46
O 1.43384 2.76109 -6.26411  -0.38
C 3.01882 -2.93610 -1.72353  -0.05
O 3.48328 -4.18754 -1.75953  -0.45
H -0.36780 -1.01794 6.13442  0.22
H 0.19733 0.62348 6.86777  0.36
H -1.60956 0.48812 6.30986  0.35
H -0.45038 1.89541 4.61179  0.43
H 1.07765 0.70371 4.37891  0.44
H -2.56290 -2.08797 2.97194  -0.28
H -1.77378 -2.00048 4.78101  0.34
H -3.22698 -0.82017 4.20919  0.50
H 1.44075 -1.57146 4.64365  0.13
H 2.75406 -2.70845 3.91847  0.47
H 1.52428 -4.29023 5.15961  0.41
H -0.13923 -3.40934 5.08435  0.26
H 1.08773 -4.87766 2.32979  0.15
H 0.52549 -5.91697 3.79580  0.39
H -1.64760 -5.92606 2.92586  0.35
H -1.75629 -4.15865 3.66108  0.17
H -3.59377 -2.06189 0.93391  0.09
H -4.64957 -3.27152 -0.05741  0.35
H -2.82059 -2.79286 -0.62400  0.15
H 3.09010 -3.44922 1.45029  0.46
H -2.18659 0.52638 0.54065  0.25
H -1.54905 0.57478 -1.23070  0.50
H -1.15152 2.90298 0.51643  0.27
H 0.49562 1.99547 0.80243  0.39
H 1.27428 2.17674 -1.54060  -0.05
H -0.45822 2.13360 -2.31582  -0.05
H 1.00216 4.56528 -2.01022  0.29
H 0.08827 4.64513 -0.36141  0.35
H -1.30733 5.84732 -2.34157  0.43
H -1.19048 4.22259 -3.38828  0.11
H -3.49103 4.09239 -2.63199  0.39
H -2.64599 2.90266 -1.43526  -0.22
H -2.91882 6.04457 -0.59808  0.27
H -4.57082 5.06940 -0.75144  0.27
H -3.79362 2.39998 0.34836  0.15
H -5.06929 3.39388 1.34834  0.35
H -3.44716 2.82331 2.15254  0.08
H 5.69531 -2.55543 -3.26660  0.41
H 6.21826 -0.55730 -5.16428  0.42
H 6.75821 2.28939 -6.60376  0.36
H -0.51965 0.55346 -5.92941  0.40
H 0.96430 2.26936 -7.02732  0.40
Tl 2.29072 0.34033 -0.36225  0.57